# C49H44N3O7P2S2Y

C49H44N3O7P2S2Y as an isolated structure in a non-equilibrium geometry (the ωB97M-V functional and the def2-TZVPD basis, the Open Molecules 2025 dataset).

CARTESIAN COORDINATES (ANGSTROEM)
Y 0.330 -0.648 1.431
O -2.065 3.941 -0.486
S -2.003 2.558 -1.020
C -1.325 2.809 -2.672
C -2.000 3.684 -3.538
C -1.585 3.888 -4.852
C -0.309 3.435 -5.200
C 0.359 2.569 -4.342
C -0.127 2.181 -3.071
P 0.699 1.134 -1.787
C 2.093 2.316 -1.536
C 2.207 2.879 -0.242
C 3.305 3.707 0.022
C 4.291 3.972 -0.946
C 4.117 3.484 -2.221
C 3.063 2.591 -2.506
C 1.549 -0.107 -2.802
C 2.812 -0.563 -2.362
C 3.508 -1.414 -3.205
C 3.053 -1.707 -4.492
C 1.770 -1.288 -4.890
C 0.988 -0.493 -4.040
C -3.731 2.017 -1.288
C -4.616 2.984 -1.793
C -5.885 2.645 -2.242
C -6.343 1.347 -2.106
C -5.484 0.371 -1.551
C -4.204 0.717 -1.066
P -3.125 -0.405 -0.236
C -4.313 -0.947 1.001
C -5.267 -1.921 0.709
C -6.223 -2.259 1.667
C -6.242 -1.642 2.933
C -5.216 -0.741 3.252
C -4.238 -0.405 2.287
C -3.170 -1.706 -1.461
C -3.060 -3.032 -1.040
C -3.058 -4.086 -1.963
C -3.181 -3.812 -3.292
C -3.286 -2.476 -3.726
C -3.236 -1.408 -2.846
H -2.884 4.257 -3.138
H -2.202 4.449 -5.575
H 0.209 3.700 -6.128
H 1.256 2.134 -4.758
H 1.454 2.536 0.484
H 3.406 4.107 1.031
H 5.173 4.535 -0.693
H 4.890 3.650 -2.940
H 3.083 2.012 -3.423
H 3.173 -0.300 -1.353
H 4.437 -1.892 -2.810
H 3.699 -2.306 -5.153
H 1.347 -1.607 -5.827
H -0.020 -0.171 -4.330
H -4.305 4.033 -1.715
H -6.532 3.401 -2.684
H -7.374 1.087 -2.420
H -5.766 -0.680 -1.498
H -5.376 -2.373 -0.264
H -6.936 -3.036 1.386
H -6.910 -1.965 3.700
H -5.119 -0.315 4.267
H -3.425 0.271 2.559
H -2.974 -3.269 0.047
H -2.969 -5.127 -1.579
H -3.163 -4.616 -4.037
H -3.336 -2.268 -4.804
H -3.415 -0.403 -3.193
C 0.621 -5.471 1.693
C 0.256 -3.978 1.713
N 0.787 -3.063 0.911
O 1.889 -3.562 0.146
C -0.593 -3.440 2.759
C -1.143 -4.166 3.942
N -0.730 -2.086 2.683
O -1.592 -1.423 3.398
H 1.364 -5.733 0.941
H -0.293 -6.040 1.507
H 0.984 -5.752 2.702
H 2.555 -2.891 0.403
H -0.373 -4.316 4.651
H -1.538 -5.096 3.600
H -1.900 -3.454 4.343
C 7.593 2.867 4.120
C 6.539 1.852 3.804
C 5.413 2.246 3.070
C 4.377 1.341 2.833
C 4.487 0.047 3.250
C 5.536 -0.343 4.115
C 6.616 0.561 4.301
S 2.997 -0.952 3.027
O 3.195 -2.054 3.941
O 2.781 -1.240 1.556
N 1.616 -0.066 3.185
C 1.259 1.051 4.014
C -0.156 1.566 3.445
O -0.909 2.289 4.096
O -0.492 1.095 2.225
H 7.616 3.674 3.359
H 8.594 2.436 4.161
H 7.397 3.377 5.076
H 5.333 3.283 2.719
H 3.512 1.703 2.244
H 5.499 -1.274 4.675
H 7.517 0.256 4.829
H 1.943 1.912 3.856
H 1.170 0.833 5.079

The value obtained for the energy above the lowest of the compared OMol25 structures with the same formula, charge and spin is 0.0 kJ/mol. As for the total energy: -111618.1547 eV. For the gap between HOMO and LUMO (alpha / beta), the calculation gives 7.6 / 7.6 eV. As for the maximum force: 3.6 eV/A. Its HOMO energy (alpha / beta) is -7.6 / -7.6 eV.

Atomic partial charges in e from the Mulliken method, atoms 1 to 99: Y 0.155; O -0.804; S 1.171; C -0.479; C -0.288; C -0.840; C -0.722; C -0.342; C 0.508; P 1.524; C 0.513; C -0.655; C -0.499; C -0.665; C -0.981; C -0.222; C 0.683; C -0.926; C -0.519; C -0.739; C -0.687; C -0.525; C -0.307; C -0.637; C -0.818; C -0.824; C -0.112; C -0.262; P 1.422; C 1.036; C -0.536; C -0.916; C -0.728; C -0.446; C -0.615; C 0.473; C -0.420; C -0.761; C -0.676; C -0.592; C -0.834; H 0.218; H 0.387; H 0.407; H 0.283; H 0.413; H 0.506; H 0.439; H 0.407; H 0.276; H 0.477; H 0.362; H 0.360; H 0.474; H 0.605; H 0.778; H 0.419; H 0.377; H 0.322; H 0.322; H 0.399; H 0.406; H 0.403; H 0.257; H 0.485; H 0.392; H 0.371; H 0.404; H 0.563; C -1.453; C 0.272; N 0.499; O -0.623; C 0.017; C -1.801; N 1.877; O -0.844; H 0.394; H 0.326; H 0.329; H 0.435; H 0.328; H 0.468; H 0.363; C -1.485; C 0.918; C -0.902; C 0.275; C -0.335; C -0.509; C -0.747; S 1.509; O -0.755; O -0.514; N -0.097; C -0.311; C 0.317; O -0.683; O 0.106

=====

# C49H46Cl2N7O7PbS3

C49H46Cl2N7O7PbS3 as an isolated structure (the ωB97M-V functional and the def2-TZVPD basis, the Open Molecules 2025 dataset).

CARTESIAN COORDINATES (ANGSTROEM)
Pb -0.223 0.597 0.523
C 2.035 2.745 -0.588
N 1.304 1.739 -1.366
C 0.360 2.365 -2.291
C -0.679 1.385 -2.808
N -1.635 0.982 -1.772
C -2.612 2.045 -1.512
C -2.355 -0.240 -2.079
C -2.581 -0.623 -3.395
C -3.304 -1.771 -3.690
C -3.826 -2.533 -2.659
C -3.616 -2.151 -1.345
C -2.876 -1.012 -1.032
S -2.652 -0.595 0.664
C 2.177 0.792 -2.030
C 3.204 1.271 -2.836
C 4.049 0.415 -3.519
C 3.858 -0.954 -3.394
C 2.850 -1.440 -2.586
C 1.984 -0.588 -1.885
S 0.695 -1.350 -0.955
H 2.774 2.244 0.035
H 1.331 3.267 0.064
H 2.529 3.489 -1.227
H 0.892 2.810 -3.145
H -0.125 3.186 -1.755
H -0.177 0.489 -3.176
H -1.196 1.854 -3.658
H -3.196 2.266 -2.415
H -2.113 2.955 -1.184
H -3.283 1.721 -0.719
H -2.192 -0.025 -4.208
H -3.460 -2.057 -4.722
H -4.399 -3.426 -2.870
H -4.030 -2.735 -0.532
H 3.342 2.341 -2.932
H 4.846 0.810 -4.135
H 4.501 -1.647 -3.924
H 2.698 -2.509 -2.492
O 1.864 -0.846 4.843
N 1.603 -1.571 3.991
C -6.742 3.316 -0.756
C -5.428 3.707 -0.143
C -4.915 3.016 0.941
C -3.667 3.317 1.480
C -3.177 2.474 2.625
C -2.926 4.365 0.916
C -1.556 4.667 1.373
O -0.821 3.869 1.907
C -3.447 5.105 -0.164
C -2.676 6.227 -0.816
C -4.683 4.757 -0.679
H -7.310 2.667 -0.093
H -6.577 2.773 -1.688
H -7.346 4.194 -0.988
H -5.482 2.198 1.369
H -2.713 1.565 2.228
H -4.022 2.168 3.242
H -2.439 2.986 3.236
H -1.200 5.697 1.187
H -1.706 5.894 -1.189
H -2.493 7.053 -0.126
H -3.239 6.620 -1.661
H -5.076 5.308 -1.526
O -4.859 -5.177 0.493
S -6.135 -4.671 0.953
O -7.014 -4.180 -0.087
O -6.778 -5.472 1.982
C -5.708 -3.183 1.913
N -6.708 -2.373 2.276
C -6.396 -1.357 3.060
C -5.099 -1.100 3.490
C -4.133 -1.970 3.016
N -4.438 -3.006 2.242
C -2.681 -1.824 3.310
C -2.149 -0.701 3.949
C -0.790 -0.616 4.152
N -0.011 -1.599 3.719
C -0.463 -2.675 3.081
C -1.813 -2.823 2.868
H -7.213 -0.709 3.361
H -4.882 -0.270 4.146
H -2.775 0.122 4.258
H -0.283 0.216 4.626
H 0.291 -3.371 2.739
H -2.212 -3.666 2.325
Cl 7.279 -0.031 -0.958
C 7.234 -1.512 -1.854
C 8.004 -1.585 -3.003
C 7.890 -2.663 -3.863
C 6.986 -3.671 -3.567
C 6.250 -3.607 -2.401
Cl 5.116 -4.885 -2.064
C 6.359 -2.548 -1.484
N 5.564 -2.531 -0.362
C 5.951 -2.157 0.944
C 7.274 -2.289 1.361
C 7.646 -1.911 2.637
C 6.692 -1.417 3.517
C 5.374 -1.320 3.105
C 4.977 -1.687 1.823
C 3.527 -1.617 1.434
C 2.868 -0.267 1.716
O 3.452 0.761 1.392
O 1.693 -0.304 2.245
H 8.662 -0.758 -3.233
H 8.481 -2.708 -4.766
H 6.849 -4.515 -4.228
H 4.753 -3.127 -0.415
H 8.010 -2.680 0.671
H 8.680 -2.004 2.944
H 6.973 -1.110 4.516
H 4.626 -0.928 3.785
H 2.966 -2.418 1.920
H 3.392 -1.744 0.358

As for the total energy: -139122.8467 eV. For the gap between HOMO and LUMO, the calculation gives 5.9 eV. As for the maximum force: 0.4 eV/A. The charge is -1. Its HOMO energy is -5.2 eV.

Atomic partial charges in e from the Mulliken method, atoms 1 to 99: Pb 0.994; C -1.069; N 1.701; C -1.361; C -1.443; N 2.275; C -0.579; C -0.596; C -0.469; C -1.068; C -0.841; C -1.074; C 0.397; S 0.119; C -1.228; C -0.365; C -1.216; C -0.625; C -0.842; C 1.140; S -0.484; H 0.257; H 0.186; H 0.398; H 0.390; H 0.337; H 0.823; H 0.418; H 0.218; H -0.281; H 0.032; H 0.379; H 0.382; H 0.518; H 0.468; H 0.310; H 0.394; H 0.437; H 0.582; O -0.349; N 0.035; C -1.706; C 0.746; C -1.062; C 1.259; C -1.378; C 0.505; C -0.987; O -0.416; C 1.623; C -1.864; C -0.893; H 0.394; H 0.322; H 0.396; H 0.426; H -0.022; H 0.569; H 0.473; H 0.306; H 0.322; H 0.378; H 0.381; H 0.346; O -0.663; S 1.291; O -0.702; O -0.711; C 0.101; N -0.542; C -0.612; C -0.601; C 0.321; N -0.174; C 1.128; C -0.326; C -0.439; N 0.271; C -0.345; C -0.708; H 0.449; H 0.514; H 0.302; H 0.423; H 0.438; H 0.619; Cl -0.171; C 1.117; C -0.731; C -0.476; C -0.579; C 0.670; Cl -0.227; C -0.988; N 0.146; C -0.555; C -0.239; C -0.668; C -0.953

=====

Among the records above, which one has the lowest maximum force?
C49H46Cl2N7O7PbS3

=====

total energy of number 1 (C49H44N3O7P2S2Y)?
-111618.1547 eV